[1]
C45H49N6O10SSeSiW | ωB97M-V with the def2-TZVPD basis set

LUMO energy   -0.1483 Eh
Spin multiplicity   1
E_tot   -162759.3171 eV
Charge   +1
HOMO level   -11.350 eV

Positions of all 114 atoms, in Å:
W: 0.3337 0.3274 0.3220
C: 3.3280 -4.7558 -0.2078
C: 3.7317 -3.9656 1.0328
N: 4.1867 -2.5959 0.7252
C: 5.6420 -2.3691 0.5859
C: 6.1254 -2.4648 -0.8538
C: 3.3260 -1.6123 0.5273
S: 1.6593 -1.9321 0.7428
N: 3.9001 -0.4088 0.1980
C: 3.2595 0.5711 -0.2947
O: 1.9534 0.5086 -0.6283
C: 3.9330 1.8407 -0.6081
C: 3.2044 2.9113 -1.1246
C: 3.8396 4.1106 -1.3969
C: 5.2026 4.2424 -1.1594
C: 5.9310 3.1734 -0.6519
C: 5.2992 1.9735 -0.3749
H: 2.9912 -5.7502 0.0917
H: 4.1678 -4.8775 -0.8935
H: 2.5110 -4.2658 -0.7409
H: 4.5513 -4.4604 1.5490
H: 2.8946 -3.8946 1.7269
H: 6.1270 -3.1176 1.2078
H: 5.8667 -1.3894 0.9927
H: 5.9901 -3.4692 -1.2573
H: 7.1883 -2.2239 -0.9001
H: 5.5848 -1.7571 -1.4849
H: 2.1443 2.7974 -1.3017
H: 3.2772 4.9465 -1.7942
H: 5.6990 5.1818 -1.3690
H: 6.9929 3.2790 -0.4699
H: 5.8504 1.1346 0.0289
C: 0.7262 -3.4220 -5.2678
C: 1.4164 -2.8308 -4.2165
C: 0.7255 -2.3728 -3.1021
C: -0.6663 -2.4989 -3.0148
C: -1.3402 -3.1084 -4.0784
C: -0.6526 -3.5631 -5.1962
Si: -1.5913 -1.9530 -1.4974
C: -3.1279 -0.9652 -1.7809
C: -3.8431 -0.4854 -0.6761
C: -4.9781 0.2926 -0.8465
C: -5.4242 0.5976 -2.1274
C: -4.7374 0.1207 -3.2346
C: -3.5972 -0.6534 -3.0610
C: -1.9404 -3.4190 -0.4376
C: -0.9228 -4.2091 0.1114
C: -1.2230 -5.3524 0.8329
C: -2.5487 -5.7312 1.0121
C: -3.5699 -4.9708 0.4605
C: -3.2689 -3.8217 -0.2586
H: 1.2633 -3.7756 -6.1392
H: 2.4943 -2.7312 -4.2651
H: 1.2798 -1.9211 -2.2870
H: -2.4184 -3.2397 -4.0328
H: -1.1919 -4.0364 -6.0070
H: -3.5296 -0.7249 0.3360
H: -5.5186 0.6534 0.0200
H: -6.3119 1.2029 -2.2619
H: -5.0909 0.3498 -4.2328
H: -3.0643 -1.0173 -3.9343
H: 0.1174 -3.9318 -0.0287
H: -0.4261 -5.9512 1.2568
H: -2.7847 -6.6199 1.5845
H: -4.6017 -5.2695 0.5946
H: -4.0750 -3.2354 -0.6835
C: 0.7686 5.5473 1.3798
C: 1.1746 5.0273 2.7583
C: 0.7521 3.5676 3.0793
C: 1.3760 3.1515 4.4192
C: 0.8551 1.8443 5.0028
C: -0.7695 3.5447 3.2204
O: -1.3587 4.1772 4.0428
N: -1.4970 2.6982 2.3342
C: -0.9429 2.1676 1.2593
O: -1.5184 1.3031 0.4969
N: 0.3385 2.4162 0.8684
C: 1.2362 2.6830 1.9578
O: 2.3392 2.2195 1.9147
H: 1.0440 6.5979 1.2886
H: -0.3121 5.4858 1.2146
H: 1.2755 5.0031 0.5769
H: 0.7189 5.6420 3.5347
H: 2.2577 5.0785 2.8781
H: 1.1879 3.9720 5.1117
H: 2.4513 3.0851 4.2551
H: -0.2050 1.9061 5.2595
H: 1.4007 1.6096 5.9168
H: 0.9886 1.0075 4.3132
H: -2.3773 2.2946 2.6442
O: -2.3085 6.6005 -0.2794
C: -2.3102 6.7573 -1.6952
N: -1.5889 5.6450 -2.2397
C: -2.2293 4.5902 -2.8279
O: -3.3719 4.6257 -3.2302
C: -1.4205 3.3313 -2.9413
C: -1.4043 2.5962 -4.1180
C: -0.7048 1.4058 -4.1339
C: -0.1087 0.9670 -2.9657
N: -0.1629 1.6419 -1.8159
C: -0.7879 2.8207 -1.8273
H: -2.8966 7.2557 0.1107
H: -1.8213 7.6882 -1.9790
H: -3.3148 6.7244 -2.1084
H: -0.6419 5.5175 -1.9226
H: -1.9276 2.9637 -4.9925
H: -0.6241 0.8046 -5.0304
H: 0.4373 0.0335 -2.9524
H: -0.7896 3.3872 -0.9085
O: -2.2076 -0.0742 2.9357
Se: -1.1796 -1.0348 2.1278
O: -0.6562 -2.2421 3.0472
O: -0.5183 -0.8136 -0.7892
O: 0.4034 0.1957 2.1066

Force components x, y, z for each atom (eV/Å):
1.57 -0.46 -1.91
0.03 0.01 -0.01
0.00 0.13 -0.10
0.15 -0.20 -0.04
-0.10 -0.04 -0.09
-0.05 -0.03 -0.01
-0.01 0.05 -0.06
0.01 0.16 -0.11
0.10 -0.33 0.26
-0.08 0.27 -0.11
0.47 0.80 0.12
-0.14 -0.01 -0.13
0.03 -0.01 0.00
0.03 0.00 0.01
-0.01 0.00 0.01
0.01 0.01 0.01
0.04 -0.02 0.03
0.01 0.06 -0.02
-0.05 0.00 0.04
0.04 -0.03 0.02
0.01 0.02 0.02
0.01 0.00 0.05
0.01 -0.02 0.03
0.01 0.03 0.06
0.00 0.05 0.00
-0.03 -0.01 0.00
0.05 -0.02 0.02
-0.04 0.01 -0.01
0.01 -0.03 0.00
-0.01 -0.03 0.00
-0.04 0.00 0.00
0.00 0.04 -0.02
0.02 0.03 0.04
-0.02 -0.02 0.00
-0.08 -0.16 -0.12
0.12 0.12 -0.16
-0.02 -0.02 0.06
-0.01 -0.01 0.04
-0.06 0.18 -0.34
-0.14 0.07 -0.19
-0.07 -0.01 -0.06
0.03 -0.01 -0.03
0.00 0.00 0.01
0.02 -0.01 0.01
0.06 0.04 0.04
0.02 0.01 0.37
-0.02 -0.05 -0.05
-0.03 0.00 -0.01
0.01 0.04 -0.01
0.04 -0.03 0.01
0.04 -0.01 0.09
-0.01 0.00 0.03
-0.03 0.01 0.00
0.04 0.01 0.07
0.09 -0.02 -0.01
0.00 0.03 0.01
0.02 0.03 -0.04
0.01 0.00 -0.03
0.03 -0.01 0.01
0.02 0.00 0.04
-0.04 0.07 0.04
-0.10 -0.05 0.00
-0.03 0.03 0.00
0.01 0.02 -0.03
0.01 0.01 -0.01
0.00 -0.01 0.03
-0.02 -0.08 0.04
-0.06 0.01 -0.15
-0.45 0.20 -0.29
-0.02 -0.05 0.12
0.00 -0.10 -0.07
0.05 0.20 -0.01
-0.05 -0.11 0.06
-0.14 -0.15 0.03
0.12 1.02 -0.44
0.27 0.11 0.75
-0.10 -0.50 1.12
-0.20 0.31 -0.34
0.46 -0.07 -0.09
-0.01 -0.01 0.00
0.05 0.00 0.01
-0.02 0.01 0.03
0.05 0.03 0.03
0.01 -0.01 0.02
0.04 0.00 0.05
0.02 0.06 0.01
0.04 -0.01 -0.01
-0.04 0.00 -0.01
0.01 0.08 0.07
-0.06 0.08 0.04
-0.01 -0.01 -0.09
0.04 -0.09 0.10
-0.08 -0.11 0.03
-0.07 0.07 0.03
0.10 0.03 -0.02
-0.04 0.06 -0.09
-0.06 0.01 -0.07
0.03 0.00 -0.13
0.26 -0.07 0.05
-0.17 -0.10 0.04
0.10 0.04 0.01
-0.01 0.02 0.00
0.06 0.09 0.02
-0.08 0.01 -0.04
0.02 0.00 -0.03
0.00 -0.02 0.04
-0.02 0.01 0.04
-0.07 0.06 0.00
-0.04 -0.01 0.08
0.29 -0.05 -0.25
-2.41 -1.77 2.19
0.13 0.22 -0.27
-0.37 -0.61 -0.34
0.51 0.52 -0.12

[2]
C45H51F17N5OS2 | ωB97M-V with the def2-TZVPD basis set

LUMO energy   -0.1243 Eh
Spin multiplicity   1
E_tot   -124843.1829 eV
Charge   +1
HOMO level   -8.767 eV

Positions of all 121 atoms, in Å:
C: -1.5951 -6.4177 1.7495
C: -0.3092 -5.8213 2.3566
C: 0.6665 -5.2957 1.3166
C: 2.1180 -5.2722 1.7807
C: 3.0183 -4.7415 0.6725
N: 2.5219 -3.4267 0.1733
C: 1.1799 -3.5561 -0.1654
N: 0.8339 -3.3134 -1.3760
C: 1.7458 -2.7660 -2.3790
C: 2.6838 -3.7877 -2.9961
C: 3.7867 -3.0357 -3.7429
C: 5.0855 -3.8070 -3.8340
C: 6.2119 -2.8918 -4.3247
C: 7.5980 -3.4182 -3.9731
C: 8.6206 -2.2900 -3.9859
S: 10.2467 -2.8886 -3.4705
C: 10.3832 -2.1151 -1.9292
N: 9.7511 -1.1039 -1.4235
N: 10.2864 -0.9233 -0.1451
C: 11.1983 -1.8257 -0.0095
O: 11.3134 -2.6383 -1.0996
N: 0.2052 -3.9925 0.7370
C: -0.0298 -2.9148 1.7457
C: -1.5050 -2.5797 1.9142
C: -2.2522 -2.0642 0.6990
F: -2.2157 -3.0275 -0.2691
F: -3.5497 -1.8831 1.0137
C: -1.7524 -0.7790 -0.0123
F: -2.2942 -0.7771 -1.2433
F: -0.4122 -0.8231 -0.1701
C: -2.1464 0.6254 0.5822
F: -1.4913 1.5090 -0.1787
F: -3.4541 0.7900 0.3991
C: -1.8033 0.8232 2.0815
F: -2.7231 0.1612 2.7860
F: -0.6017 0.2624 2.3031
S: -1.7268 2.6355 2.6884
F: -0.7692 2.1845 3.8639
F: -2.9647 2.4255 3.6395
F: -2.7051 3.0708 1.5293
F: -0.4816 2.8477 1.7462
F: -1.6153 4.1210 3.1536
H: -1.6128 -6.2884 0.6712
H: -1.6779 -7.4670 2.0011
H: -2.4671 -5.8926 2.1264
H: 0.2238 -6.5725 2.9322
H: -0.5705 -5.0467 3.0736
H: 0.6220 -6.0085 0.4888
H: 2.4459 -6.2707 2.0568
H: 2.2548 -4.6502 2.6680
H: 3.0298 -5.4244 -0.1740
H: 4.0440 -4.5934 0.9898
H: 2.6366 -2.7102 0.8818
H: -0.1375 -3.4905 -1.6108
H: 1.1539 -2.2919 -3.1558
H: 2.3362 -1.9861 -1.9115
H: 2.1197 -4.4370 -3.6636
H: 3.1435 -4.4115 -2.2321
H: 3.9998 -2.1238 -3.1856
H: 3.4347 -2.7655 -4.7359
H: 5.0100 -4.6503 -4.5195
H: 5.3884 -4.1698 -2.8533
H: 6.0871 -1.9362 -3.8121
H: 6.1428 -2.7220 -5.3967
H: 7.6005 -3.9046 -3.0004
H: 7.9080 -4.1561 -4.7123
H: 8.3019 -1.4502 -3.3773
H: 8.7454 -1.9351 -5.0053
H: 11.8506 -2.0043 0.8227
H: 0.5523 -2.0300 1.5081
H: 0.3454 -3.2462 2.7115
H: -1.5980 -1.9099 2.7612
H: -2.0281 -3.4893 2.2008
F: -7.9411 2.8973 -4.5907
C: -7.2737 2.2640 -3.6096
C: -6.5761 3.0149 -2.6844
C: -5.8935 2.3546 -1.6740
C: -5.9113 0.9687 -1.6054
C: -6.6165 0.2354 -2.5501
C: -7.3091 0.8840 -3.5621
H: -6.5729 4.0944 -2.7577
H: -5.3488 2.9277 -0.9353
H: -5.3804 0.4604 -0.8172
H: -6.6293 -0.8453 -2.5007
H: -7.8717 0.3357 -4.3055
F: 6.4282 -3.8455 0.3178
C: 6.6062 -2.5626 -0.0844
C: 7.8034 -2.1966 -0.6614
C: 7.9641 -0.8818 -1.0745
C: 6.9369 0.0390 -0.9009
C: 5.7406 -0.3548 -0.3161
C: 5.5705 -1.6697 0.0952
H: 8.5950 -2.9241 -0.7825
H: 8.8981 -0.5841 -1.5314
H: 7.0708 1.0628 -1.2218
H: 4.9403 0.3609 -0.1799
H: 4.6528 -2.0083 0.5472
F: -7.0267 8.6087 -0.4863
C: -6.8627 7.3706 0.0149
C: -7.9782 6.6376 0.3692
C: -7.8053 5.3629 0.8880
C: -6.5279 4.8455 1.0541
C: -5.4211 5.6021 0.6940
C: -5.5834 6.8742 0.1647
H: -8.9638 7.0654 0.2424
H: -8.6701 4.7755 1.1645
H: -6.3963 3.8519 1.4628
H: -4.4237 5.2029 0.8255
H: -4.7351 7.4789 -0.1265
F: -6.1153 11.1553 6.2940
C: -6.4682 10.2020 5.4096
C: -6.4866 10.5130 4.0648
C: -6.8478 9.5263 3.1588
C: -7.1882 8.2568 3.6057
C: -7.1649 7.9703 4.9637
C: -6.7993 8.9468 5.8791
H: -6.2232 11.5108 3.7407
H: -6.8634 9.7507 2.1001
H: -7.4710 7.4924 2.8949
H: -7.4335 6.9827 5.3142
H: -6.7692 8.7454 6.9413

Force components x, y, z for each atom (eV/Å):
0.25 0.50 0.20
-0.23 -0.05 -0.11
-0.04 -0.50 0.09
0.30 0.43 0.02
-0.16 0.19 0.24
0.22 -0.10 -0.18
-0.32 0.03 -0.09
-0.12 0.00 0.00
0.23 0.17 -0.33
0.00 0.02 -0.17
-0.20 -0.39 0.20
0.56 0.31 -0.57
0.03 -0.13 0.52
0.03 0.18 -0.30
-0.04 -0.32 -0.38
0.25 0.15 -0.13
-0.05 -0.21 -0.97
18.07 -3.50 -1.36
0.81 -0.16 0.22
-0.81 0.31 -0.72
-0.25 -0.19 1.22
0.39 0.06 0.24
-0.01 -0.31 -0.01
0.19 -0.22 0.08
0.30 -0.22 0.08
0.01 -0.05 -0.08
-0.12 0.10 0.03
-0.61 0.30 -0.01
0.01 0.06 -0.07
0.25 -0.09 0.01
0.22 -0.20 -0.24
0.18 0.09 -0.14
-0.25 0.04 0.15
-0.18 0.24 -0.04
0.10 -0.07 0.16
0.10 0.03 0.06
-0.05 -0.31 0.24
0.04 0.02 0.05
-0.07 0.02 -0.03
-0.11 0.14 -0.14
0.22 0.08 -0.09
0.00 0.02 0.04
0.03 -0.14 -0.17
-0.15 -0.16 -0.09
-0.21 -0.12 0.09
0.04 -0.14 0.06
0.11 0.09 0.13
0.00 0.04 -0.20
-0.12 -0.19 0.02
-0.11 0.06 0.12
0.02 -0.07 -0.14
0.14 -0.01 0.03
0.02 0.01 0.16
-0.09 0.06 0.08
-0.26 0.00 0.01
-0.02 0.04 0.24
0.03 -0.17 -0.06
-0.06 0.03 0.19
0.01 0.22 -0.06
0.02 0.22 -0.12
-0.15 -0.26 0.13
-0.19 -0.17 0.19
-0.01 0.22 -0.08
-0.09 0.15 -0.12
-0.06 -0.01 0.15
0.04 -0.24 0.07
0.02 0.07 0.11
0.04 0.17 -0.09
0.00 0.04 0.15
0.00 0.15 -0.13
0.02 -0.02 0.11
-0.15 0.24 -0.06
-0.17 -0.11 -0.08
-0.01 0.01 -0.02
0.06 -0.06 0.09
0.01 0.14 0.00
0.01 -0.08 0.00
-0.05 -0.03 -0.06
0.01 0.10 0.01
-0.04 -0.08 -0.07
-0.03 0.00 0.00
0.00 0.03 -0.01
0.00 -0.07 0.05
-0.03 -0.01 0.00
0.00 0.03 -0.01
-0.11 -0.21 0.08
0.14 0.13 -0.16
-1.22 0.21 0.26
-11.56 0.07 3.10
-0.61 -0.58 0.48
-0.10 0.22 0.00
-0.05 0.01 -0.01
-0.13 -0.31 0.11
-3.93 3.96 -2.23
-0.02 0.11 -0.03
-0.14 0.02 0.05
-0.05 -0.01 0.08
-0.01 0.03 0.00
0.02 -0.18 0.06
-0.18 0.07 -0.06
0.10 0.01 -0.01
0.02 -0.06 0.03
-0.08 -0.02 0.01
0.13 0.08 -0.04
0.01 0.02 -0.03
-0.02 0.01 0.00
-0.01 0.00 0.01
0.01 0.01 0.00
-0.02 0.02 0.01
0.01 0.01 0.01
-0.03 -0.08 -0.08
0.03 0.10 -0.05
-0.01 -0.05 0.05
0.00 -0.05 -0.02
0.02 0.07 -0.05
0.00 -0.05 0.11
0.01 0.00 0.02
-0.01 0.02 -0.01
0.01 -0.02 0.01
0.00 -0.01 0.01
-0.01 0.03 0.00